Computed, not measured: a gas-phase ion, C4H10NO2S (charge +2) at a distorted geometry, with wB97M-V/def2-TZVPD.

The geometry in XYZ format:
```
18
Properties=species:S:1:pos:R:3:mulliken_spin:R:1
S -1.328 2.231 -1.080 0.95
O 2.004 -1.261 0.673 0.00
O 0.400 -2.704 1.347 0.00
N 0.576 -0.516 -1.276 0.00
C 0.729 -1.727 0.763 0.00
C -0.418 1.902 0.422 -0.05
C -0.238 -0.835 -0.022 -0.01
C -0.659 0.415 0.850 0.03
H 1.528 -0.249 -0.980 0.00
H -1.733 0.312 0.980 0.00
H -0.591 3.358 -1.530 -0.02
H -0.232 0.282 1.856 0.00
H 0.153 0.200 -1.858 0.00
H -1.117 -1.431 -0.279 0.00
H 2.577 -1.792 1.247 0.00
H -0.944 2.554 1.150 0.08
H 0.643 2.149 0.320 0.01
H 0.708 -1.394 -1.794 0.00
```

The net charge is +2. As for the expectation value of S²: 0.753. Its gap between HOMO and LUMO (spin up / spin down) is 10.345 / 5.248 eV. The relative energy (zero: lowest compared OMol25 entry of this formula, charge and spin) is 40.9 kJ/mol. Its LUMO energy (spin up / spin down) is -8.34 / -13.43 eV. As for the spin multiplicity: 2.

Computed, not measured: 2 unconnected molecules or ions with the total composition C4H10NO3 at a distorted geometry, with wB97M-V/def2-TZVPD.

The geometry in XYZ format:
```
18
Properties=species:S:1:pos:R:3:mulliken_charge:R:1
O -0.677 -0.012 1.520 -0.89
O -1.252 1.721 3.218 -0.81
O 1.731 -1.841 -2.862 -0.54
N 1.674 -0.581 0.064 -0.71
C -1.307 0.299 0.337 -0.39
C 1.615 -0.863 -2.153 -0.21
C 0.624 -0.834 -0.977 0.48
C -0.302 0.344 -0.932 -1.02
H 2.248 0.017 -2.349 0.36
H -2.215 1.592 3.185 0.23
H -2.101 -0.463 0.186 0.26
H -0.905 0.913 2.512 0.43
H 0.111 1.330 -0.710 0.49
H 1.230 -0.068 0.823 0.27
H 2.084 -1.426 0.442 0.21
H -1.051 0.376 -1.727 0.30
H 0.179 -1.834 -0.995 0.20
H -1.684 1.330 0.418 0.34
```

The net charge is -1. Its gap between HOMO and LUMO is 7.627 eV. The relative energy (zero: lowest compared OMol25 entry of this formula, charge and spin) is 280.5 kJ/mol. Its LUMO energy is 3.73 eV.

Computed, not measured: 2 unconnected molecules or ions with the total composition C4H10NO3 at a distorted geometry, with wB97M-V/def2-TZVPD.

The geometry in XYZ format:
```
18
Properties=species:S:1:pos:R:3:mulliken_charge:R:1
O -0.795 0.380 2.019 -0.93
O -2.507 1.486 0.642 -0.73
O 1.044 -0.473 -3.212 -0.55
N 0.429 -1.621 0.743 -0.83
C 0.920 -0.312 0.409 0.30
C 0.381 0.781 1.572 -0.80
C 0.446 0.151 -0.975 -0.54
C 0.853 -0.751 -2.042 -0.05
H 0.914 -1.889 1.704 0.28
H 0.770 -1.909 -1.862 0.31
H 1.009 0.627 2.428 0.43
H -1.866 1.018 1.238 0.42
H 0.264 1.731 1.114 0.32
H -3.108 1.988 1.123 0.22
H -0.515 -1.481 1.348 0.31
H 1.995 -0.404 0.605 0.39
H -0.651 0.103 -1.032 0.19
H 0.649 1.212 -1.241 0.28
```

The net charge is -1. Its gap between HOMO and LUMO is 7.539 eV. The relative energy (zero: lowest compared OMol25 entry of this formula, charge and spin) is 343.7 kJ/mol. Its LUMO energy is 3.98 eV.

Computed, not measured: 2 unconnected molecules or ions with the total composition C4H10NO3 at a distorted geometry, with wB97M-V/def2-TZVPD.

The geometry in XYZ format:
```
18
Properties=species:S:1:pos:R:3:mulliken_charge:R:1
O -1.642 0.455 0.574 -0.73
O -1.155 3.124 0.099 -0.73
O -0.587 0.965 -1.352 -0.81
N 2.536 -0.935 1.276 -0.58
C 0.397 -1.619 0.460 -0.58
C -1.068 0.172 -0.502 0.59
C 1.815 -1.278 -0.023 -0.42
C -0.706 -1.297 -0.698 -0.74
H 0.378 -2.730 0.471 0.21
H -1.557 -1.906 -0.376 0.33
H 2.052 -0.764 -0.984 0.32
H 2.065 -0.167 1.703 0.21
H 0.103 -1.059 1.361 0.39
H 3.499 -0.703 1.176 0.19
H -1.119 2.324 -0.589 0.45
H 2.204 -2.336 -0.198 0.22
H -0.860 2.716 0.912 0.26
H -0.347 -1.615 -1.642 0.43
```

The net charge is -1. Its gap between HOMO and LUMO is 8.457 eV. The relative energy (zero: lowest compared OMol25 entry of this formula, charge and spin) is 162.7 kJ/mol. Its LUMO energy is 3.91 eV.

Computed, not measured: a single C4H10NO3 molecule at a distorted geometry, with wB97M-V/def2-TZVPD.

The geometry in XYZ format:
```
18
Properties=species:S:1:pos:R:3:mulliken_spin:R:1
O 1.783 1.460 0.046 -0.25
O -2.077 -1.180 0.858 -0.38
O -3.109 0.633 0.199 -0.03
N 0.693 -1.330 0.357 1.49
C -2.049 0.140 0.487 -0.01
C 0.315 -0.155 -0.499 0.75
C -0.677 0.679 0.435 0.28
C 1.478 0.657 -1.099 0.03
H -2.957 -1.574 0.835 0.09
H -0.401 0.737 1.492 0.09
H 0.235 -1.311 1.302 -0.16
H 1.726 -1.414 0.424 -0.59
H -0.558 1.729 0.161 -0.06
H 1.143 1.240 -1.963 -0.04
H -0.354 -0.418 -1.328 0.24
H 0.414 -2.289 -0.038 -0.40
H 2.360 0.042 -1.375 -0.14
H 2.036 2.354 -0.293 0.08
```

As for the expectation value of S²: 0.750. Its gap between HOMO and LUMO (spin up / spin down) is 3.904 / 11.092 eV. The relative energy (zero: lowest compared OMol25 entry of this formula, charge and spin) is 266.6 kJ/mol. Its LUMO energy (spin up / spin down) is 0.44 / 0.21 eV. As for the spin multiplicity: 2.

Computed, not measured: 2 unconnected molecules or ions with the total composition C4H10NO3 at a distorted geometry, with wB97M-V/def2-TZVPD.

The geometry in XYZ format:
```
18
Properties=species:S:1:pos:R:3:mulliken_charge:R:1
O 1.664 0.810 -1.383 -0.41
O -2.501 0.613 1.048 -0.44
O 2.695 0.143 1.795 -0.65
N -0.982 -1.431 0.624 -0.28
C -0.561 -0.027 -1.387 -0.71
C -0.449 -0.115 0.143 0.05
C 0.625 0.733 -1.971 -0.03
C -1.381 0.941 0.755 -0.07
H 0.459 1.170 -2.958 0.38
H -0.472 -2.164 0.141 0.35
H 0.557 0.079 0.486 0.24
H 3.134 0.204 0.942 0.33
H 3.138 0.782 2.362 0.32
H -1.540 0.362 -1.673 0.44
H -1.051 1.962 0.915 0.44
H -0.864 -1.585 1.627 0.34
H -0.498 -1.025 -1.843 0.34
H -1.974 -1.450 0.377 0.36
```

The net charge is +1. Its gap between HOMO and LUMO is 10.739 eV. The relative energy (zero: lowest compared OMol25 entry of this formula, charge and spin) is 135.4 kJ/mol. Its LUMO energy is -3.70 eV.

Computed, not measured: 2 unconnected molecules or ions with the total composition C4H10NO3PS at a distorted geometry, with wB97M-V/def2-TZVPD.

The geometry in XYZ format:
```
20
Properties=species:S:1:pos:R:3:mulliken_charge:R:1
S 2.978 -1.795 0.257 -0.37
P 1.768 -0.354 -0.190 0.53
O 2.105 0.233 -1.592 -0.26
O 1.937 0.989 0.757 -0.24
O -0.412 -2.667 -0.318 -0.46
N -0.782 -0.389 -0.180 -0.59
C 1.634 1.012 2.104 -0.65
C 1.655 1.504 -2.082 -0.57
C -1.129 -1.564 -0.392 0.93
C -2.588 -1.934 -0.381 -1.02
H 0.596 0.952 2.235 0.30
H 1.748 1.790 -3.197 0.26
H 2.244 2.265 -1.610 0.29
H -3.035 -2.425 -1.236 0.31
H 0.577 -2.467 -0.093 0.18
H -3.124 -0.975 -0.264 0.31
H 2.154 0.109 2.439 0.29
H 1.934 1.957 2.509 0.22
H -2.681 -2.579 0.475 0.25
H 0.606 1.708 -1.627 0.29
```

Its gap between HOMO and LUMO (spin up / spin down) is 7.873 / 7.887 eV. The relative energy (zero: lowest compared OMol25 entry of this formula, charge and spin) is 251.7 kJ/mol. Its LUMO energy (spin up / spin down) is -0.98 / -1.00 eV.

Computed, not measured: 2 unconnected molecules or ions with the total composition C4H10NOP at a distorted geometry, with wB97M-V/def2-TZVPD.

The geometry in XYZ format:
```
17
Properties=species:S:1:pos:R:3:mulliken_charge:R:1
P -0.921 1.892 -0.675 -0.08
O -1.406 -0.611 1.055 -0.52
N 1.412 0.079 0.133 -0.16
C 1.021 -0.778 -0.625 -0.07
C -1.356 0.171 -1.224 -0.60
C -2.118 -0.614 -0.161 -0.27
C 2.482 -0.065 1.037 -0.97
H -0.043 1.412 0.304 0.04
H -2.057 -1.598 -0.626 0.24
H 2.016 0.232 2.019 0.30
H -1.576 0.031 1.754 0.32
H 3.070 -0.955 0.724 0.34
H 0.972 -1.784 -0.808 0.37
H 0.226 2.026 -1.528 0.02
H -1.688 -0.026 -2.246 0.42
H 3.156 0.809 0.879 0.31
H -3.191 -0.220 -0.011 0.31
```

Its gap between HOMO and LUMO (spin up / spin down) is 7.637 / 7.792 eV. The relative energy (zero: lowest compared OMol25 entry of this formula, charge and spin) is 640.8 kJ/mol. Its LUMO energy (spin up / spin down) is 0.46 / 0.51 eV.

Computed, not measured: 2 unconnected molecules or ions with the total composition C4H10NOPS at a distorted geometry, with wB97M-V/def2-TZVPD.

The geometry in XYZ format:
```
18
Properties=species:S:1:pos:R:3:mulliken_charge:R:1
S 0.383 1.018 -2.490 -0.12
P 1.247 0.091 -0.165 0.10
O 3.335 -0.416 1.207 -0.56
N -0.233 -0.180 0.503 0.19
C 1.168 1.768 -1.083 -0.53
C 1.237 -0.565 -1.965 -0.75
C -0.220 0.008 1.970 -1.03
C -1.246 -0.881 -0.235 -0.70
H -0.005 -0.842 2.479 0.37
H 0.547 2.546 -0.552 0.40
H -1.415 -0.588 -1.351 0.23
H -1.241 -1.947 -0.363 0.32
H -2.189 -0.598 0.383 0.24
H 0.654 -1.331 -2.322 0.47
H 2.178 2.111 -1.200 0.34
H 2.292 -0.754 -2.120 0.34
H 0.653 0.667 2.236 0.33
H -1.189 0.373 2.161 0.39
```

Its gap between HOMO and LUMO (spin up / spin down) is 7.806 / 7.734 eV. The relative energy (zero: lowest compared OMol25 entry of this formula, charge and spin) is 733.8 kJ/mol. Its LUMO energy (spin up / spin down) is -0.79 / -0.88 eV.

Computed, not measured: a gas-phase ion, C4H10NOS (charge -1) at a distorted geometry, with wB97M-V/def2-TZVPD.

The geometry in XYZ format:
```
17
Properties=species:S:1:pos:R:3:mulliken_charge:R:1
S -1.871 0.656 -0.782 -0.21
O 1.432 1.119 -0.816 -0.73
N 1.214 -1.508 -0.156 -0.70
C 1.144 -0.892 1.211 -0.53
C 1.430 -0.162 -1.111 -0.52
C -0.886 0.763 0.847 -0.82
C -0.403 -0.517 1.502 -0.56
H 0.714 -0.469 -1.939 0.22
H -1.644 1.138 1.479 0.41
H -3.067 0.450 -0.212 0.05
H 2.121 -1.921 -0.294 0.30
H -0.619 -0.485 2.612 0.37
H -0.976 -1.342 1.094 0.31
H 1.887 -0.120 1.290 0.38
H -0.085 1.443 0.630 0.38
H 1.479 -1.511 2.049 0.41
H 2.452 -0.568 -1.503 0.24
```

The net charge is -1. Its gap between HOMO and LUMO is 6.154 eV. The relative energy (zero: lowest compared OMol25 entry of this formula, charge and spin) is 366.0 kJ/mol. Its LUMO energy is 3.43 eV.